Entry 1:
{"formula": "C2H2N2O3", "method": "the ωB97M-V functional and the def2-TZVPD basis", "elements": ["O", "O", "O", "N", "N", "C", "C", "H", "H"], "xyz": [[-4.6608, 0.3749, -0.1114], [3.3125, -0.7942, -0.0634], [2.8286, 1.4024, 0.0379], [-2.6311, -0.6836, 0.1309], [-3.4374, 0.1531, 0.0270], [1.0658, -0.1331, 0.0051], [2.4849, 0.1753, -0.0065], [0.7099, -1.1532, -0.0333], [0.3276, 0.6584, 0.0138]], "lowdin_charge": [-0.3301, -0.1708, -0.1647, -0.0767, -0.5546, 0.0784, -0.8428, 0.0303, 0.0310], "orbital_gap_ev": [8.07, 5.24], "de_lowest_kj_mol": 146.83, "e_homo_ev": [-1.18, 1.66], "total_charge": -2}

=====

Entry 2:
{"formula": "C6H6AuO3", "method": "the ωB97M-V functional and the def2-TZVPD basis", "elements": ["Au", "O", "O", "O", "C", "C", "C", "C", "C", "C", "H", "H", "H", "H", "H", "H"], "xyz": [[-2.9175, -1.3948, 0.0909], [-1.8069, -0.2447, -0.2781], [2.2938, 3.0598, 0.2498], [0.6655, 3.9362, -1.0353], [-0.1964, 1.1524, 0.6103], [0.4032, -1.1864, -0.0414], [-0.6062, -0.0794, 0.0942], [-0.1832, -2.5200, -0.4699], [0.0465, 2.4157, 0.6470], [1.1285, 3.2411, -0.1239], [-0.8574, -2.9455, 0.2976], [0.9190, -1.2837, 0.9262], [0.6065, -3.2724, -0.5782], [-0.0134, 2.4407, 1.8327], [1.1724, -0.8513, -0.7532], [-0.6544, -2.4676, -1.4687]], "lowdin_charge": [1.4181, -0.1690, 0.3029, 0.3072, 0.1753, -0.1302, -0.3056, -0.0911, 0.1275, -0.4899, 0.0741, 0.1617, 0.1171, 0.2339, 0.1670, 0.1010], "orbital_gap_ev": [7.35, 5.32], "e_homo_ev": [-18.35, -19.07], "total_charge": 2, "spin_multiplicity": 4}

=====

Entry 3:
{"formula": "C2H4NO5P", "method": "the ωB97M-V functional and the def2-TZVPD basis", "elements": ["P", "O", "O", "O", "O", "O", "N", "C", "C", "H", "H", "H", "H"], "xyz": [[-1.0680, -0.5250, -0.2581], [2.1107, -0.5786, -1.3032], [2.3290, -1.7085, 0.6295], [-2.0430, 0.7124, 0.6076], [-1.2272, -0.1903, -1.6780], [-1.6046, -1.8939, 0.3556], [0.7111, 1.4043, -0.0750], [0.6515, 0.0909, 0.4797], [1.7995, -0.8505, -0.1151], [0.7815, 1.1819, -1.0903], [-0.1818, 2.0059, 0.1054], [-2.9578, 0.1938, 0.7574], [0.6991, 0.1576, 1.5844]], "lowdin_charge": [0.4099, -0.1137, -0.1202, -0.3784, -0.3903, -0.5133, -0.0844, -0.3677, -0.7391, 0.0502, 0.0800, 0.0685, 0.0985], "orbital_gap_ev": 6.97, "de_lowest_kj_mol": 135.91, "smiles": "N[C@H](C(=O)[O-])[P@@](=O)([O-])O", "e_homo_ev": -0.34, "total_charge": -2}

=====

Entry 4:
{"formula": "C2HBrO", "method": "the ωB97M-V functional and the def2-TZVPD basis", "elements": ["Br", "O", "C", "C", "H"], "xyz": [[0.9403, -1.3070, 1.0967], [0.0465, 0.5150, -2.0413], [0.5247, 1.2388, -1.3448], [-0.5921, -0.5257, 1.6177], [-0.9193, 0.0789, 0.6717]], "lowdin_charge": [0.6137, 0.0290, -0.0411, -0.5034, -0.0981], "orbital_gap_ev": 8.11, "de_lowest_kj_mol": 276.02, "e_homo_ev": -9.20}

=====

Entry 5:
{"formula": "C2H2N4O", "method": "the ωB97M-V functional and the def2-TZVPD basis", "elements": ["O", "N", "N", "N", "N", "C", "C", "H", "H"], "xyz": [[-0.4416, -0.4542, -0.6486], [0.8783, 0.2629, 1.1988], [1.5830, -1.4484, -0.1295], [-0.9392, 1.5179, 0.4956], [0.0961, 1.1863, 1.4527], [-1.1442, 0.7120, -0.4278], [0.6947, -0.5680, 0.0826], [1.2828, -2.0417, -0.9291], [-2.0098, 0.8332, -1.0947]], "lowdin_charge": [0.0716, 0.0889, 0.1798, 0.0676, 0.0452, -0.1810, -0.4967, 0.0824, 0.1422], "orbital_gap_ev": 9.59, "de_lowest_kj_mol": 110.01, "smiles": "[H]/N=c1/nnnco1", "e_homo_ev": -10.46}

=====

Entry 6:
{"formula": "C3H4ClO4P", "method": "the ωB97M-V functional and the def2-TZVPD basis", "elements": ["Cl", "P", "O", "O", "O", "O", "C", "C", "C", "H", "H", "H", "H"], "xyz": [[1.2165, 2.4038, 0.7449], [-0.0721, -1.4751, -0.9523], [0.0757, 0.1813, 1.5429], [-1.3643, -2.0581, -0.5556], [-2.0338, 0.9514, 1.9282], [-1.2106, 0.7964, -0.1723], [0.0577, 0.3843, -0.6706], [-1.1707, 0.6761, 1.1823], [0.9332, 0.6464, 0.5361], [0.2529, -1.6198, -2.3123], [1.0517, -1.9627, -0.2593], [1.9134, 0.1891, 0.5754], [0.3503, 0.8869, -1.5875]], "lowdin_charge": [0.7071, 0.7575, 0.0124, -0.3832, 0.2205, 0.0332, -0.3859, -0.5708, -0.6738, 0.0144, 0.0253, 0.1136, 0.1297], "orbital_gap_ev": 11.28, "de_lowest_kj_mol": 0.00, "smiles": "O=[PH2][C@H]1OC(=O)O[C@@H]1Cl", "e_homo_ev": -10.99}

=====

Entry 7:
{"formula": "C6H21NO3", "method": "the ωB97M-V functional and the def2-TZVPD basis", "elements": ["O", "O", "O", "N", "C", "C", "C", "C", "C", "C", "H", "H", "H", "H", "H", "H", "H", "H", "H", "H", "H", "H", "H", "H", "H", "H", "H", "H", "H", "H", "H"], "xyz": [[2.0556, 1.7008, -1.9617], [1.7840, 2.4684, 0.8996], [0.4707, 0.5525, 2.7772], [0.4262, -1.8134, 0.4960], [-2.4663, 1.7075, -0.8951], [1.5908, -0.9041, 0.4389], [-1.2935, -3.0182, -0.8517], [-0.5809, -1.6813, -0.5935], [-1.5804, -0.6472, -0.2056], [-1.2434, 0.8110, -0.5128], [-0.4504, 0.9366, -1.3250], [2.3340, -1.3143, 1.1480], [-2.0954, 2.5673, -1.4273], [1.1499, 0.7114, 3.4361], [0.6119, -2.8050, 0.6579], [1.3380, 0.1683, 0.5483], [1.5581, 2.0531, 1.7837], [2.1998, -0.8056, -0.4777], [-3.1120, 1.7554, -0.0320], [-1.8713, -3.0639, -1.7839], [-2.1021, -3.1007, -0.1127], [-0.5873, -3.8641, -0.7976], [-0.0788, -1.4459, -1.5764], [2.9367, 1.3471, -1.8140], [-2.5403, -0.9211, -0.7465], [1.5833, 1.3644, -1.1897], [-0.6923, 1.3034, 0.3191], [-2.9876, 0.9818, -1.6248], [0.9409, 2.9334, 0.8684], [-1.8470, -0.4936, 0.8522], [0.5447, -0.1945, 2.2023]], "lowdin_charge": [-0.0661, -0.0822, -0.0512, -0.0737, -0.0885, -0.1379, -0.0692, -0.4159, -0.2066, -0.2833, 0.1081, 0.0973, 0.0625, 0.0566, 0.1020, 0.0331, 0.0379, 0.0738, 0.0639, 0.0813, 0.0798, 0.0787, 0.1544, 0.0343, 0.1217, -0.0316, 0.0797, 0.0901, 0.0401, 0.1293, -0.0184], "orbital_gap_ev": 9.65, "de_lowest_kj_mol": 139.62, "smiles": "CCC[C@H](C)NC.O.O.O", "e_homo_ev": -9.05}

=====

Entry 8:
{"formula": "C14H5BrCl32F5N2O", "method": "the ωB97M-V functional and the def2-TZVPD basis", "elements": ["Br", "Cl", "Cl", "Cl", "Cl", "Cl", "Cl", "Cl", "Cl", "Cl", "Cl", "Cl", "Cl", "Cl", "Cl", "Cl", "Cl", "Cl", "Cl", "Cl", "Cl", "Cl", "Cl", "Cl", "Cl", "Cl", "Cl", "Cl", "Cl", "Cl", "Cl", "Cl", "Cl", "F", "F", "F", "F", "F", "O", "N", "N", "C", "C", "C", "C", "C", "C", "C", "C", "C", "C", "C", "C", "C", "C", "H", "H", "H", "H", "H"], "xyz": [[-3.5798, 0.3577, -1.1718], [-0.7229, 1.5973, 2.8773], [-1.2634, -1.4997, 1.5591], [-0.4367, -2.6572, -0.9579], [-4.6234, -7.2993, 3.6738], [7.0986, 6.4815, 4.7400], [5.3288, -2.7714, -1.0757], [4.6951, 0.6779, 3.3093], [1.7387, 1.0307, 1.0224], [4.7825, 3.4808, 4.0187], [6.4743, 7.7431, 2.2175], [6.8016, -0.3431, -1.6142], [1.2571, 3.5937, -0.1969], [6.9440, -1.5694, 0.9965], [-1.3056, 2.4660, 5.5737], [-2.1670, -5.7899, 3.4986], [-0.7787, 1.5483, -0.3427], [0.2464, -3.9554, 1.5341], [-3.2606, -6.4766, 6.0831], [4.3697, 6.5487, 3.7957], [-8.0112, 2.2818, -0.4675], [-9.2453, 0.0282, 0.8467], [-2.4934, -3.9394, 0.6333], [6.0449, 1.5181, 5.7226], [-7.2437, -0.4082, -1.1886], [-6.4785, 0.6701, 1.3800], [1.3856, 2.6581, 4.5392], [7.1820, 2.1359, 3.1411], [0.2466, 0.0701, 5.1277], [-4.5831, -4.5106, 4.4300], [1.6781, 1.2632, -1.8495], [5.6477, 8.9784, 4.6937], [4.5066, -0.2808, 0.1391], [-1.4344, 1.9394, -3.2067], [-5.2144, -2.1021, -3.5005], [-3.6923, -2.7276, -2.0442], [-3.5339, -3.4020, -4.0727], [-2.1577, -1.8371, -5.8193], [-0.7869, 0.4645, -5.6513], [-2.2653, -1.0242, -4.7861], [-1.9309, 0.7678, -3.5502], [-0.9907, -3.0161, 0.6961], [-1.6195, 0.1272, -4.6697], [0.9743, 1.8583, -0.3351], [-2.8415, -0.0636, -2.8642], [-3.9336, -2.3709, -3.3109], [-3.6588, -6.0209, 4.4233], [-7.7503, 0.6444, 0.1437], [0.9040, -1.3876, -5.3892], [5.8976, -1.2418, -0.3880], [-3.0417, -1.1636, -3.6265], [0.5856, 0.1077, -5.1988], [5.6767, 1.9529, 4.0498], [-0.0991, 1.6997, 4.5349], [5.8998, 7.4401, 3.8624], [1.9497, -1.6319, -5.1589], [1.3443, 0.7510, -5.6586], [0.5945, -1.7271, -6.3896], [0.5943, 0.2989, -4.1141], [0.2954, -1.9637, -4.6636]], "lowdin_charge": [0.8755, 0.4487, 0.4954, 0.5048, 0.5268, 0.5227, 0.5191, 0.4786, 0.4874, 0.4676, 0.5247, 0.5294, 0.5747, 0.5338, 0.5463, 0.4849, 0.4542, 0.5484, 0.5338, 0.4792, 0.5328, 0.5512, 0.5362, 0.5423, 0.4947, 0.5056, 0.5154, 0.5352, 0.5368, 0.5134, 0.5491, 0.5341, 0.4500, 0.1310, 0.1904, 0.1092, 0.1744, 0.1945, 0.0724, 0.0913, 0.0392, -2.0208, -0.2622, -1.9819, -0.4980, -0.5728, -2.0502, -2.0510, -0.0421, -2.0385, -0.0387, -0.1474, -2.0249, -2.0262, -2.0437, 0.0993, 0.1406, 0.0925, 0.0570, 0.0738], "orbital_gap_ev": 8.60, "e_homo_ev": -12.53, "total_charge": 1}

=====

| no. | energy (eV) |
| --- | --- |
| 1 | -11224.44780 |
| 2 | -16122.44917 |
| 3 | -23157.22761 |
| 4 | -74175.84602 |
| 5 | -10111.16488 |
| 6 | -33176.75724 |
| 7 | -14193.81367 |
| 8 | -503959.03586 |